Below is an isolated molecule of C5H7NO, with properties calculated with ωB97M-V/def2-TZVPD.

Properties
**Relative energy (zero: lowest compared OMol25 entry of this formula, charge and spin)**: 75.3 kcal/mol
**Gap between HOMO and LUMO**: 8.12 eV
**HOMO level**: -7.198 eV
**Electronic energy**: -8832.937 eV

Geometry as XYZ:
```
14
C5H7NO | the OMol25 dataset | ωB97M-V/def2-TZVPD
C -1.58 -1.05 0.27
C -0.23 -0.65 -0.10
O 0.75 -1.60 -0.07
C 1.89 -0.88 0.26
C 1.47 0.43 0.37
C 0.25 0.63 -0.27
N -0.32 1.83 -0.64
H -2.18 -0.14 0.42
H -1.99 -1.64 -0.54
H -1.60 -1.64 1.19
H 2.79 -0.98 -0.34
H 1.90 1.14 1.03
H -0.02 2.72 -0.28
H -1.09 1.84 -1.28
```